[1]
DFT (ωB97M-V/def2-TZVPD) results for 10 unconnected molecules or ions with the total composition C40H73N12O2.

gap between HOMO and LUMO: 8.74 eV
largest force on an atom: 0.016 hartree/bohr
total energy: -2375.1308 a.u.
LUMO: -0.12620 Eh
HOMO level: -0.4474 Eh
M: 754.11 Da

```
! wB97M-V def2-TZVPD RIJCOSX def2/J DEFGRID3
* xyz 1 1
O -0.5218 2.3432 2.0487
N -0.6195 1.3128 1.5498
O -1.7831 1.2987 0.6389
C -1.4899 0.6178 -0.5432
C -0.8861 -0.7952 -0.4040
N 0.3900 -0.8818 -1.0840
C 1.3360 0.1576 -0.7113
C 0.8157 1.5285 -1.1622
N -0.6500 1.4818 -1.4453
H -2.4511 0.5255 -1.0463
H -0.8609 -1.0867 0.6509
H -1.5718 -1.4705 -0.9183
H 0.8173 -1.7891 -0.9620
H 1.5859 0.1490 0.3560
H 2.2595 -0.0193 -1.2623
H 1.3172 1.8726 -2.0621
H 0.9852 2.2699 -0.3818
H -1.0378 2.4240 -1.4512
H -0.7580 1.1106 -2.4174
C 1.8420 0.7392 6.9361
C 1.2454 1.6339 5.8593
C -0.0020 1.0381 5.1953
C 0.3121 -0.1855 4.4559
N 0.5889 -1.1472 3.8922
H 2.1827 -0.2135 6.5280
H 2.6959 1.2263 7.3977
H 1.1006 0.5356 7.7123
H 1.9939 1.8424 5.0941
H 0.9676 2.5942 6.2968
H -0.4373 1.7592 4.5040
H -0.7652 0.8102 5.9414
C -1.0455 -2.6386 -6.4081
C -0.0096 -2.7229 -5.2947
C -0.5551 -2.2794 -3.9341
C -0.9303 -0.8707 -3.8745
N -1.2185 0.2417 -3.8240
H -1.3690 -1.6098 -6.5802
H -0.6261 -3.0161 -7.3396
H -1.9239 -3.2411 -6.1704
H 0.8667 -2.1249 -5.5521
H 0.3293 -3.7532 -5.1880
H 0.1774 -2.4454 -3.1483
H -1.4362 -2.8714 -3.6718
C 6.0289 4.2787 3.2321
C 6.1690 2.7930 2.9279
C 4.9519 1.9870 3.3922
C 4.7855 2.0066 4.8445
N 4.6616 2.0090 5.9855
H 5.9759 4.4537 4.3090
H 6.8860 4.8305 2.8468
H 5.1334 4.7004 2.7696
H 7.0701 2.3904 3.3933
H 6.2770 2.6470 1.8516
H 5.0361 0.9448 3.0784
H 4.0443 2.3893 2.9355
C 5.5382 8.5996 4.7910
C 4.8592 9.4660 3.7374
C 3.6245 8.7969 3.1244
C 3.9625 7.5848 2.3808
N 4.2278 6.6223 1.8143
H 5.9178 7.6715 4.3592
H 6.3807 9.1276 5.2352
H 4.8442 8.3431 5.5931
H 5.5732 9.7149 2.9497
H 4.5391 10.4065 4.1885
H 3.1251 9.4878 2.4451
H 2.9071 8.5434 3.9066
C -1.9128 -6.5874 -2.3214
C -1.9539 -6.4514 -0.8057
C -1.8610 -4.9839 -0.3761
C -0.5794 -4.3883 -0.7385
N 0.4264 -3.9182 -1.0327
H -0.9603 -6.2405 -2.7293
H -2.0369 -7.6275 -2.6209
H -2.7147 -6.0015 -2.7658
H -1.1545 -7.0314 -0.3427
H -2.8915 -6.8515 -0.4188
H -1.9882 -4.8822 0.7042
H -2.6625 -4.4171 -0.8561
C 3.3239 14.7309 2.0269
C 3.4615 13.2821 1.5764
C 2.2797 12.4100 2.0165
C 2.1903 12.3019 3.4733
N 2.1298 12.2335 4.6174
H 3.3102 14.8079 3.1148
H 4.1594 15.3266 1.6617
H 2.4034 15.1746 1.6438
H 4.3894 12.8587 1.9658
H 3.5256 13.2380 0.4880
H 2.3758 11.4071 1.5982
H 1.3414 12.8214 1.6403
C -2.6754 -4.1315 -9.8844
C -2.4289 -5.5833 -10.2689
C -3.1364 -6.5511 -9.3138
C -2.6207 -6.4263 -7.9498
N -2.2295 -6.3115 -6.8766
H -2.2768 -3.9186 -8.8913
H -2.1914 -3.4517 -10.5852
H -3.7407 -3.8937 -9.8740
H -1.3575 -5.7894 -10.2677
H -2.7852 -5.7726 -11.2821
H -3.0079 -7.5830 -9.6428
H -4.2093 -6.3519 -9.2971
C -7.0692 -7.6851 -3.8368
C -7.1065 -7.6253 -2.3148
C -7.0209 -6.1921 -1.7753
C -5.7450 -5.5594 -2.1031
N -4.7455 -5.0605 -2.3675
H -6.1261 -7.2988 -4.2269
H -7.1741 -8.7128 -4.1814
H -7.8819 -7.1011 -4.2725
H -6.2907 -8.2187 -1.8990
H -8.0352 -8.0652 -1.9496
H -7.1353 -6.1859 -0.6903
H -7.8262 -5.5804 -2.1858
C -0.6781 -6.3646 4.8440
C -1.8052 -5.5643 4.2044
C -3.0815 -6.3895 3.9983
C -2.8807 -7.4905 3.0563
N -2.7175 -8.3632 2.3286
H -0.3722 -7.1960 4.2075
H 0.1940 -5.7334 5.0098
H -0.9868 -6.7716 5.8082
H -1.4720 -5.1625 3.2446
H -2.0547 -4.7099 4.8355
H -3.8873 -5.7583 3.6196
H -3.4226 -6.8033 4.9487
*
```

---

[2]
DFT (ωB97M-V/def2-TZVPD) results for 11 unconnected molecules or ions with the total composition C40H74BrFN13O28PS at a distorted geometry.

gap between HOMO and LUMO: 7.24 eV
largest force on an atom: 0.119 hartree/bohr
total energy: -7799.0512 a.u.
SMILES: CP(C)[C@](CC(=O)Br)(O[C@H](CCCNCc1ccccc1O)CCC(=O)O)[C@@H](CCCNCc1ccccc1O)NS(=O)(=O)F.C[N+](=O)[O-].C[N+](=O)[O-].C[N+](=O)[O-].C[N+](=O)[O-].C[N+](=O)[O-].C[N+](=O)[O-].C[N+](=O)[O-].C[N+](=O)[O-].C[N+](=O)[O-].C[N+](=O)[O-]
LUMO: -0.00833 Eh
HOMO level: -0.2745 Eh
M: 1347.04 Da

```
! wB97M-V def2-TZVPD RIJCOSX def2/J DEFGRID3
* xyz 0 1
C 2.6400 -0.9275 4.0767
P 1.7635 0.2061 2.8568
C 2.7042 1.7811 2.4521
C 1.0691 -0.7068 1.3493
C -0.0100 -1.7594 1.9980
C 0.4021 -3.2943 1.6954
O 1.1006 -3.8630 2.5799
Br -0.1874 -4.2501 0.0616
O 2.0143 -1.6246 0.7015
C 3.2241 -0.9748 0.2715
C 3.3758 -1.3628 -1.3161
C 3.7800 -0.0165 -2.1070
C 4.1391 -0.2404 -3.6497
N 4.7369 1.0040 -4.2619
C 3.6723 1.9159 -4.7744
C 3.5913 3.1508 -3.7244
C 4.8871 3.7857 -3.1130
C 4.7349 4.9382 -2.0757
C 3.3499 5.4760 -1.6288
C 2.0952 4.8423 -2.2987
C 2.1805 3.6923 -3.3367
O 1.0372 3.0949 -3.9651
C 4.4907 -1.6295 1.0034
C 5.9165 -1.2665 0.3741
C 6.3867 0.2460 0.6158
O 7.6199 0.4147 0.8815
O 5.5431 1.3851 0.6060
C 0.3313 0.2773 0.2706
C -0.5412 -0.5319 -0.8268
C -0.9428 0.4894 -2.0054
C -2.5201 0.7343 -2.1780
N -3.3774 -0.4608 -1.9408
C -4.0441 -0.9562 -3.1837
C -3.2011 -2.1442 -3.8941
C -2.9445 -3.5082 -3.1780
C -2.1531 -4.5740 -3.9846
C -1.6533 -4.2812 -5.4378
C -1.8978 -2.9145 -6.1576
C -2.6861 -1.8422 -5.3361
O -2.9367 -0.5731 -5.9525
N -0.3315 1.4706 0.8495
S -1.7112 1.2289 1.7843
O -1.4605 0.8101 3.2208
O -2.7738 0.3564 1.1999
F -2.4276 2.7723 1.9343
H 1.9176 -1.3070 4.8945
H 3.4626 -0.3546 4.6208
H 3.0698 -1.8817 3.5858
H 2.6995 2.0286 1.3217
H 2.3284 2.7093 2.9998
H 3.8090 1.6296 2.7508
H -1.0798 -1.5557 1.6693
H -0.0119 -1.6809 3.1514
H 3.2129 0.1650 0.2847
H 2.3481 -1.7549 -1.6756
H 4.1093 -2.2276 -1.4682
H 2.9025 0.7199 -2.0125
H 4.7372 0.3724 -1.5995
H 4.9696 -1.0407 -3.7232
H 3.2618 -0.6346 -4.2768
H 5.4154 0.7498 -4.9916
H 2.6617 1.3665 -4.8093
H 3.8790 2.3150 -5.8377
H 5.9268 3.4179 -3.4166
H 5.6832 5.4042 -1.6230
H 3.2427 6.3048 -0.8379
H 1.0723 5.2398 -1.9876
H 0.5259 2.5722 -3.3094
H 4.5270 -1.2677 2.1039
H 4.3131 -2.7702 1.0829
H 6.0446 -1.5160 -0.7312
H 6.6904 -1.9198 0.9318
H 5.8811 1.9332 1.3639
H 1.2115 0.7060 -0.3549
H -1.4116 -1.1214 -0.3965
H 0.1975 -1.2865 -1.2993
H -0.4178 0.1909 -2.9904
H -0.4852 1.5207 -1.7309
H -2.6818 1.1207 -3.2570
H -2.9064 1.5653 -1.4810
H -4.0943 -0.2764 -1.2228
H -5.0309 -1.4532 -2.8498
H -4.3317 -0.1246 -3.9094
H -3.3181 -3.6966 -2.1209
H -1.9305 -5.6101 -3.5585
H -1.0836 -5.0743 -6.0256
H -1.5415 -2.6804 -7.2186
H -2.1597 -0.0096 -5.7254
H 0.3032 2.2084 1.1773
C -6.8265 2.6563 -1.1140
N -5.9997 1.9239 -2.1083
O -5.5682 2.5591 -3.0560
O -5.8129 0.7355 -1.9016
H -6.9082 3.6965 -1.4238
H -7.8072 2.1826 -1.0897
H -6.3256 2.5789 -0.1495
C -6.2019 -3.6895 0.8266
N -5.6568 -4.5148 -0.2832
O -6.4580 -5.0897 -1.0022
O -4.4399 -4.5576 -0.3945
H -7.2842 -3.7440 0.8044
H -5.8138 -4.0980 1.7603
H -5.8641 -2.6651 0.6714
C -2.1506 4.8153 3.9565
N -1.1981 5.8230 4.4921
O -0.0073 5.6151 4.3221
O -1.6795 6.7871 5.0643
H -1.5867 4.0201 3.4778
H -2.7260 4.4280 4.7965
H -2.7929 5.3205 3.2361
C 1.9774 4.5232 -7.8170
N 3.2527 3.8488 -8.1752
O 4.0957 4.5131 -8.7533
O 3.3615 2.6729 -7.8611
H 2.0207 5.5570 -8.1544
H 1.1711 3.9873 -8.3165
H 1.8731 4.4749 -6.7329
C -4.8285 -7.7905 2.0194
N -5.4063 -6.5410 2.5768
O -6.5468 -6.5904 3.0032
O -4.6904 -5.5482 2.5667
H -5.5701 -8.5836 2.0930
H -4.5713 -7.5985 0.9777
H -3.9440 -8.0334 2.6073
C -9.6500 -2.2405 3.8257
N -8.8225 -2.9710 2.8303
O -8.3839 -2.3309 1.8852
O -8.6419 -4.1587 3.0309
H -9.7262 -1.1983 3.5212
H -10.6326 -2.7103 3.8438
H -9.1531 -2.3251 4.7914
C 1.4743 8.9982 -3.7879
N 2.3036 7.8291 -4.1799
O 3.4334 7.7669 -3.7269
O 1.7881 7.0150 -4.9296
H 2.0565 9.6344 -3.1237
H 1.2084 9.5326 -4.6991
H 0.5890 8.6176 -3.2798
C 2.0190 -0.4415 8.2230
N 3.4077 -0.6856 7.7538
O 4.1097 -1.4144 8.4344
O 3.7428 -0.1357 6.7172
H 1.8606 -0.9896 9.1500
H 1.9106 0.6303 8.3849
H 1.3425 -0.7945 7.4453
C -3.4081 -6.1678 5.7546
N -2.6055 -7.3539 5.3576
O -1.4809 -7.4481 5.8147
O -3.1371 -8.1505 4.5978
H -2.8138 -5.5515 6.4267
H -3.6562 -5.6197 4.8457
H -4.3051 -6.5308 6.2552
C 8.4762 0.5625 4.6535
N 7.1254 -0.0230 4.4565
O 7.0105 -1.2279 4.5969
O 6.2260 0.7505 4.1665
H 9.1714 -0.2364 4.9047
H 8.7636 1.0452 3.7197
H 8.4062 1.2835 5.4672
*
```

---

[3]
DFT (ωB97M-V/def2-TZVPD) results for 10 unconnected molecules or ions with the total composition C40H77N11O13 at a distorted geometry.

gap between HOMO and LUMO: 8.53 eV
largest force on an atom: 0.038 hartree/bohr
total energy: -3150.9668 a.u.
SMILES: CCC(=O)OCCc1cc2c(cc1N)C(=O)NC2=O.CNC(C)=O.CNC(C)=O.CNC(C)=O.CNC(C)=O.CNC(C)=O.CNC(C)=O.CNC(C)=O.CNC(C)=O.CNC(C)=O
LUMO: 0.00872 Eh
HOMO level: -0.3047 Eh
M: 920.12 Da

```
! wB97M-V def2-TZVPD RIJCOSX def2/J DEFGRID3
* xyz 0 1
C -0.5915 -1.2881 -0.2209
C 0.2850 -0.4068 -1.1433
C -0.5723 0.7317 -1.6327
O -1.5387 0.5267 -2.3344
O -0.2343 2.0289 -1.2988
C -0.5743 2.3280 0.0569
C 0.5249 3.1421 0.7428
C 1.7349 2.2382 0.8569
C 2.5317 2.1610 -0.2492
C 3.6014 1.3389 -0.2146
C 3.9027 0.6283 0.9233
C 3.1453 0.6969 2.0415
C 2.0458 1.5173 2.0000
N 1.2530 1.5864 3.1702
C 5.1223 -0.1774 0.6236
O 5.5839 -1.0690 1.2826
N 5.6455 0.2590 -0.6353
C 4.6103 1.0095 -1.2674
O 4.5099 1.3017 -2.4353
H 0.0091 -1.9189 0.4258
H -1.2471 -0.6203 0.3373
H -1.2342 -1.8976 -0.8517
H 0.5550 -1.0271 -1.9958
H 1.2000 -0.0913 -0.6448
H -1.4901 2.9201 0.0840
H -0.7060 1.4337 0.6706
H 0.1746 3.4499 1.7223
H 0.7633 4.0342 0.1753
H 2.3109 2.7354 -1.1355
H 3.3969 0.1113 2.9128
H 0.5747 2.3337 3.1243
H 0.7462 0.7062 3.2689
H 5.6993 -0.5939 -1.1986
C 0.8360 -2.7268 -4.8986
C -0.6492 -2.4627 -4.8588
O -1.3464 -2.8241 -3.9216
N -1.2038 -1.7997 -5.9077
C -0.5522 -1.2924 -7.1033
H 1.1218 -3.2531 -3.9961
H 1.0904 -3.3441 -5.7622
H 1.3884 -1.7867 -4.9386
H -2.1960 -1.6578 -5.8104
H -0.7039 -0.2131 -7.1627
H -1.0075 -1.7543 -7.9789
H 0.5119 -1.5025 -7.0968
C 2.4250 6.5466 -4.5155
C 2.2942 5.4964 -3.4378
O 3.0248 5.4792 -2.4586
N 1.3253 4.5564 -3.5907
C 0.3719 4.4150 -4.6752
H 3.2358 7.2188 -4.2521
H 2.6551 6.0821 -5.4749
H 1.5041 7.1255 -4.5986
H 1.2879 3.8847 -2.8389
H -0.6413 4.4745 -4.2743
H 0.5018 3.4384 -5.1443
H 0.5046 5.1888 -5.4236
C 1.4989 7.0017 4.2135
C 1.6859 5.5423 3.8721
O 1.0139 4.6626 4.3868
N 2.6366 5.2253 2.9560
C 3.5259 6.1163 2.2335
H 0.7081 7.0891 4.9526
H 2.4158 7.4172 4.6331
H 1.2116 7.5663 3.3245
H 2.7073 4.2344 2.7758
H 3.3610 5.9988 1.1607
H 4.5610 5.8517 2.4559
H 3.3582 7.1523 2.5078
C -2.2707 7.1670 2.1108
C -1.0932 6.8418 1.2247
O -0.7758 5.6921 0.9637
N -0.3794 7.8806 0.7163
C -0.5987 9.3022 0.9119
H -2.7314 6.2390 2.4348
H -1.9441 7.7198 2.9925
H -3.0108 7.7516 1.5628
H 0.3921 7.5919 0.1342
H -0.7693 9.7780 -0.0552
H 0.2895 9.7464 1.3648
H -1.4533 9.4869 1.5532
C -1.3114 -0.2451 5.3800
C -1.2064 -0.9271 4.0376
O -0.1526 -0.9883 3.4164
N -2.3315 -1.4832 3.5241
C -3.6614 -1.5182 4.1096
H -0.3353 0.1460 5.6522
H -2.0179 0.5840 5.3322
H -1.6301 -0.9539 6.1460
H -2.1919 -1.9174 2.6245
H -3.9658 -2.5585 4.2328
H -4.3644 -1.0257 3.4357
H -3.6867 -1.0264 5.0751
C -4.5443 -5.3683 7.8928
C -3.8219 -4.2644 7.1605
O -4.0732 -3.0841 7.3509
N -2.8650 -4.6237 6.2639
C -2.4258 -5.9598 5.8971
H -5.2708 -4.9239 8.5660
H -5.0702 -6.0135 7.1882
H -3.8414 -5.9607 8.4794
H -2.4223 -3.8382 5.8133
H -1.3609 -6.0600 6.1094
H -2.5830 -6.1025 4.8265
H -2.9688 -6.7240 6.4409
C 3.2781 -3.5120 -0.0296
C 3.3162 -3.8827 -1.4876
O 2.5425 -3.3695 -2.2815
N 4.2307 -4.8007 -1.8944
C 5.2157 -5.5004 -1.0897
H 2.4979 -2.7707 0.1212
H 3.0440 -4.3836 0.5831
H 4.2294 -3.0767 0.2813
H 4.1937 -4.9962 -2.8822
H 6.2151 -5.2783 -1.4673
H 5.0469 -6.5761 -1.1663
H 5.1575 -5.2052 -0.0479
C -4.1478 -0.0387 -7.3767
C -4.0816 -0.6095 -8.7741
O -3.0253 -0.7503 -9.3697
N -5.2542 -0.9680 -9.3601
C -6.5962 -0.8766 -8.8144
H -3.1413 0.2005 -7.0466
H -4.7419 0.8754 -7.3649
H -4.5790 -0.7653 -6.6861
H -5.1411 -1.3406 -10.2893
H -7.0434 -1.8716 -8.7854
H -7.2060 -0.2408 -9.4587
H -6.5895 -0.4624 -7.8124
C 1.0657 -9.1075 3.8004
C -0.4376 -9.0106 3.9010
O -1.0457 -9.3828 4.8915
N -1.1058 -8.4873 2.8378
C -0.5591 -7.9946 1.5851
H 1.4499 -9.5412 4.7183
H 1.3520 -9.7479 2.9654
H 1.5045 -8.1172 3.6719
H -2.1041 -8.4524 2.9689
H -0.8320 -6.9458 1.4580
H -0.9819 -8.5653 0.7569
H 0.5211 -8.0844 1.5619
*
```